Record 1
Formula: C26H28N5O
Source: the Open Molecules 2025 dataset
Level of theory: ωB97M-V with the def2-TZVPD basis set

```
60
Properties=species:S:1:pos:R:3:lowdin_charge:R:1
C -4.65980 2.66918 1.81780 0.001
H 6.55472 -2.45879 -0.76842 0.105
H -1.01494 2.33382 -1.89099 0.145
H -0.34131 2.39188 1.91273 0.170
C -6.00666 4.59162 2.55340 -0.158
H -1.40413 -4.85094 0.10870 0.094
C -1.13467 -1.96956 2.09252 0.005
H 0.22310 4.58079 -2.89662 0.135
C -1.90300 -2.17230 -0.28009 0.003
C -2.30290 2.92920 1.27137 -0.136
H 4.43052 -1.27213 -0.19992 0.110
C 2.07514 -1.39943 -1.52545 -0.092
C -0.43782 3.09434 -1.40056 0.032
C -4.76707 4.03978 2.06306 -0.221
C 0.46415 4.19864 0.29803 -0.047
H 1.16513 0.71460 0.04671 0.137
N -7.00834 5.03670 2.96895 0.175
C 4.63850 -3.46481 -3.40990 -0.070
C 3.46459 -2.77615 -3.10120 -0.041
N 0.06831 -3.40486 0.49251 -0.036
H -0.33510 -2.27976 2.77769 0.103
H -3.78399 5.95288 1.91044 0.131
H -1.39346 -0.92271 2.28490 0.071
C 4.50740 -1.89005 -1.09862 -0.045
C 1.35953 -3.28407 0.05787 -0.356
H 0.72022 4.48963 1.31070 0.175
N 0.34994 -1.18288 0.23049 -0.004
H 2.16101 -0.30184 -1.57520 0.113
H 1.25210 5.73079 -0.84252 0.183
H -2.65734 -2.84592 0.15258 0.090
C -0.52320 -4.69748 0.74383 -0.006
C 1.62576 -1.78255 -0.11407 -0.183
H 2.57860 -2.83143 -3.73989 0.113
C 3.38659 -2.03645 -1.91877 -0.244
H -5.52509 2.01751 1.96930 0.134
H -2.35219 -1.18167 -0.38992 0.066
C 5.75176 -3.36833 -2.56521 -0.078
N -0.23144 3.10727 -0.01181 -0.014
C 5.68966 -2.56272 -1.42191 -0.071
O 2.13614 -4.21552 -0.14390 0.091
H 2.39527 -1.47754 0.62165 0.159
H -1.55553 4.95298 1.43643 0.100
N 0.77029 4.84009 -0.82747 0.126
H 6.66674 -3.91396 -2.80132 0.106
C -3.43828 2.12176 1.42194 -0.005
H -3.36434 1.04422 1.27820 0.105
C 0.19140 4.17230 -1.90570 -0.001
H 4.67425 -4.07850 -4.30861 0.106
H -1.62276 -2.54185 -1.27739 0.103
H -0.83253 -4.78883 1.79246 0.098
C 0.23649 0.18239 0.29237 -0.060
C -0.67251 -2.15741 0.64147 -0.470
C -2.43028 4.30484 1.49173 -0.020
C -0.91337 2.31273 0.96429 -0.229
H 0.21752 -5.46712 0.51949 0.099
C -3.66851 4.86986 1.81087 -0.003
H 1.28818 -1.70240 -2.23747 0.131
H -2.01843 -2.59856 2.26384 0.090
C -0.89841 0.86412 0.57485 -0.078
H -1.84559 0.33456 0.47977 0.062
```

Calculated values
* relative energy (zero: lowest compared OMol25 entry of this formula, charge and spin): 9.0 kJ/mol
* net charge: +1
* E_LUMO: -0.1164 hartree

***

Record 2
Formula: C6H12CaF6N3O18S6
Source: the Open Molecules 2025 dataset
Level of theory: ωB97M-V with the def2-TZVPD basis set

```
52
Properties=species:S:1:pos:R:3:lowdin_charge:R:1
F -3.75632 -6.41817 -11.35858 -0.178
S -3.81290 -7.64198 -12.37686 0.493
C -9.44930 -5.62741 -12.38424 -0.612
F -4.34281 -8.08432 -8.85423 -0.189
O -5.13339 -10.36947 -12.87754 -0.233
S -9.48370 -8.16001 -8.71007 0.524
O -5.76463 -4.30736 -6.95463 -0.236
H -4.39006 -2.54375 -14.26974 0.099
H -10.60405 -3.16997 -10.72536 0.099
O -3.41519 -6.98430 -13.56782 -0.255
F -6.79142 -10.01112 -10.60458 -0.214
O -8.33812 -10.87956 -9.04844 -0.228
O -5.50872 -8.79031 -14.71932 -0.239
H -6.84538 -2.01270 -10.57248 0.092
O -9.04520 -10.12556 -11.26595 -0.256
O -10.14486 -6.30635 -13.27239 0.040
H -3.15626 -2.45392 -12.99412 0.095
C -9.52591 -7.44381 -13.89718 0.001
H -5.67658 -2.84792 -9.57155 0.079
H -8.83351 -3.46273 -10.76475 0.078
O -5.84783 -4.66898 -11.35133 0.045
C -3.69794 -3.12046 -13.65707 -0.002
N -5.86643 -6.20382 -8.77186 -0.430
S -5.60872 -9.12630 -13.35390 0.472
N -5.42254 -7.94785 -12.27554 -0.446
C -9.82282 -3.91004 -10.84954 -0.002
C -5.77845 -2.14202 -10.38725 -0.013
O -4.42759 -4.12512 -12.93063 0.022
N -8.12451 -8.36273 -9.65299 -0.427
S -8.32006 -9.89647 -10.07096 0.480
O -2.95596 -8.62758 -11.82746 -0.228
O -5.88820 -8.11691 -7.07314 -0.234
H -9.91725 -4.67682 -10.08240 0.080
S -5.09005 -7.17122 -7.75776 0.450
H -8.48716 -7.22338 -14.14008 0.094
F -7.18983 -9.21908 -13.13386 -0.198
F -9.73011 -6.63542 -9.16908 -0.202
O -3.96835 -6.59544 -7.10059 -0.249
O -10.65900 -8.80737 -9.17455 -0.250
O -9.23216 -8.11017 -7.32719 -0.219
O -7.65216 -5.84042 -6.88558 -0.227
Ca -6.68103 -6.99818 -10.68629 1.389
H -5.33415 -1.19744 -10.08802 0.099
H -10.07157 -7.60591 -14.81863 0.098
H -3.01842 -3.68588 -14.28454 0.100
H -9.56562 -8.30160 -13.23022 0.087
F -7.38880 -4.36711 -8.71098 -0.199
C -5.18186 -3.83501 -11.90952 -0.605
O -8.41541 -6.00376 -11.88761 -0.003
O -5.09071 -2.55614 -11.56414 0.005
S -6.61477 -5.22998 -7.60158 0.513
O -9.98191 -4.45654 -12.16688 0.040
```

Calculated values
* relative energy (zero: lowest compared OMol25 entry of this formula, charge and spin): 0.0 kJ/mol
* net charge: -1
* E_LUMO: 0.0732 hartree

***

Record 3
Formula: C18H9BrCl4N2O6V
Source: the Open Molecules 2025 dataset
Level of theory: ωB97M-V with the def2-TZVPD basis set

```
41
Properties=species:S:1:pos:R:3:lowdin_charge:R:1
C -3.73594 1.06390 0.54286 -0.743
C 3.33716 0.00640 1.19606 -0.088
C -2.47704 -1.92810 -0.03504 -0.463
Cl -2.37244 -3.26010 -0.99254 1.024
C -3.69514 -1.17640 0.25906 -0.706
O -0.16524 1.39890 0.59226 -0.072
C -1.81094 -0.12120 1.43256 -0.108
H -5.08964 0.11010 -0.90864 0.133
C 2.44606 0.01360 2.42616 -0.413
N -1.08274 -0.29020 -0.93134 -0.039
C 4.75126 -0.01620 -1.16574 0.085
Cl -2.50374 3.38570 -0.37944 0.838
C -1.39674 1.24920 0.90166 -0.346
O -0.06304 -1.51890 0.51156 -0.075
H -1.32144 0.35730 -2.82864 0.141
N 2.66096 0.00250 0.04226 0.105
H 5.25176 -0.02090 -2.12254 0.146
H 5.27436 0.01630 2.15776 0.134
C 5.45206 -0.00530 0.03346 0.044
Br -4.20034 -0.42300 3.08856 0.877
C -3.22434 0.27100 -1.89244 0.007
H -1.33664 -0.36860 2.38716 0.165
H 2.34766 0.03140 -4.20094 0.193
H 6.53146 0.00010 0.03556 0.142
H 3.93746 -0.04770 3.70946 0.139
Cl -5.17714 1.96650 1.00946 0.759
C -1.30824 -1.06990 0.30706 -0.567
O 1.24566 0.03820 -2.06784 0.039
C 3.36116 -0.01560 -1.10364 -0.127
H -3.73374 0.53990 -2.80544 0.134
O 2.98596 0.00300 -3.45824 0.257
O 2.97186 -0.01360 3.62096 0.216
Cl -5.12924 -2.18940 0.43866 0.778
C -1.87244 0.12700 -1.91734 -0.104
V 0.55606 -0.01350 -0.22404 1.180
C -3.33634 -0.16910 1.39576 -0.724
C 4.73496 0.00340 1.22186 0.073
C -2.50384 1.90930 0.42516 -0.611
C -4.02324 0.10390 -0.68764 -0.178
O 1.24936 0.04600 2.26536 0.122
C 2.46456 0.00420 -2.27904 -0.367
```

Calculated values
* net charge: +2
* ⟨S²⟩: 0.834
* spin multiplicity: 2
* E_LUMO (alpha / beta): -0.3127 / -0.3128 hartree

***

Record 4
Formula: CHF2NO3
Source: the Open Molecules 2025 dataset
Level of theory: ωB97M-V with the def2-TZVPD basis set

```
8
Properties=species:S:1:pos:R:3:lowdin_charge:R:1
N -0.78252 0.31443 0.41287 -0.324
C 0.16534 -0.65869 -0.10952 -0.268
O -1.03562 1.17083 -0.42325 0.109
H 0.19938 0.36077 -1.63636 0.188
O -1.24382 0.17473 1.50821 0.189
F 0.44885 -1.70267 0.58123 0.287
F 1.69909 0.86797 0.98571 -0.445
O 0.54930 -0.52737 -1.31887 0.264
```

Calculated values
* relative energy (zero: lowest compared OMol25 entry of this formula, charge and spin): 383.3 kJ/mol
* E_LUMO (alpha / beta): -0.1119 / -0.1068 hartree

***

Record 5
Formula: C4H9BN2
Source: the Open Molecules 2025 dataset
Level of theory: ωB97M-V with the def2-TZVPD basis set

```
16
Properties=species:S:1:pos:R:3:lowdin_charge:R:1
H 1.41100 2.10985 -0.40469 0.146
C -2.53289 -0.34164 0.04369 -0.099
H 3.20696 0.65158 0.40872 0.117
C 0.64573 1.24468 -0.26724 -0.126
H -2.92837 -0.78829 -0.88425 0.097
H 0.12237 -1.98841 0.79922 0.086
C -0.68848 1.22749 -0.40342 -0.096
H -3.09317 0.41195 0.40096 0.044
C 2.53980 -0.26259 0.09766 -0.051
H -1.36757 1.86865 -1.03475 0.135
H -2.61098 -1.13234 0.80550 0.095
B 0.07954 -0.86290 0.34352 -0.309
N 1.10379 0.00879 0.14756 -0.119
N -1.16323 -0.04783 -0.00468 -0.096
H 2.72768 -0.54283 -0.87808 0.045
H 2.73524 -1.19360 0.83104 0.131
```

Calculated values
* relative energy (zero: lowest compared OMol25 entry of this formula, charge and spin): 0.0 kJ/mol
* E_LUMO: 0.0336 hartree

***

Record 6
Formula: C3H6O
Source: the Open Molecules 2025 dataset
Level of theory: ωB97M-V with the def2-TZVPD basis set

```
10
Properties=species:S:1:pos:R:3:lowdin_charge:R:1
H 0.06475 -0.54356 -1.58067 0.113
H 1.11877 2.14282 -0.04540 -0.066
H 1.39773 -0.65931 0.90353 0.108
C 0.09795 1.98542 -0.45942 0.166
O 1.36869 -0.44488 -0.03966 -0.031
C -0.92034 -1.11566 0.22135 0.001
C 0.11660 -0.71344 -0.51054 -0.342
H -0.84334 -1.28266 1.29361 0.060
H -1.87980 -1.29134 -0.24835 0.056
H -0.52102 1.92261 0.46555 -0.064
```

Calculated values
* relative energy (zero: lowest compared OMol25 entry of this formula, charge and spin): 532.9 kJ/mol
* E_LUMO (alpha / beta): -0.0226 / -0.0226 hartree

***

Record 7
Formula: C21H19AgINO6
Source: the Open Molecules 2025 dataset
Level of theory: ωB97M-V with the def2-TZVPD basis set

```
49
Properties=species:S:1:pos:R:3:lowdin_charge:R:1
C 0.65224 2.09012 -1.65877 -0.123
O 2.82884 -1.31732 -0.85663 -0.224
H -2.93231 4.19611 2.68519 0.092
C -2.24162 3.42266 2.36464 -0.085
H 0.46830 2.49582 -2.66510 0.083
C 2.38265 -2.62072 -1.20478 -0.103
C -3.22006 -4.80662 -2.53292 -0.703
C 3.14511 -0.53629 -1.98732 -0.216
C -2.66316 2.34763 1.63842 -0.110
H -0.16882 1.42377 -1.38018 0.059
C -1.42593 -1.56221 -1.62749 -0.170
C -0.44055 4.65671 3.47106 -0.072
I 2.93401 1.45319 2.07006 0.908
H 3.19987 -3.17873 -1.68139 0.084
C -0.40007 1.37702 1.55859 -0.205
O 1.89174 1.42485 -1.59621 -0.228
H 3.50027 -1.17960 -2.80300 0.116
C -0.85092 -3.08795 -0.02523 -0.195
C -2.23162 -2.46654 -2.29120 -0.026
O -0.31914 -4.50314 1.79350 -0.023
H -1.72698 -5.03963 -0.18914 0.115
C 1.80980 3.84328 3.38656 -0.208
H 2.07700 -3.09968 -0.27875 0.070
H 1.52391 -2.58458 -1.88294 0.086
C 0.87038 4.80781 3.80695 -0.119
H 2.85546 3.96740 3.63476 0.064
N -0.72823 -1.85821 -0.52928 0.059
C 1.40794 2.75410 2.66113 -0.647
C -0.04558 -3.42960 1.24447 -0.664
O -3.77639 -4.38736 -3.57398 -0.088
H -1.17881 5.39325 3.77276 0.097
H -1.32479 -0.54354 -1.99535 0.082
H -3.70917 2.25337 1.36305 0.090
C -1.74816 1.34450 1.25392 -0.162
H -2.14024 0.49469 0.70156 0.069
C -2.34833 -3.75964 -1.79365 -0.112
O -3.26914 -5.93751 -2.01284 -0.064
H 0.67966 2.90068 -0.93326 0.086
O 0.87756 -2.62375 1.56587 -0.157
Ag 0.77076 -0.37229 0.98355 0.631
C 0.04091 2.52497 2.29656 -0.264
H 3.95400 0.14590 -1.71124 0.124
H 1.20204 5.66204 4.38594 0.088
H 2.10394 0.62799 -3.48912 0.123
C -1.65408 -4.05592 -0.62835 0.048
H 1.04739 -0.29266 -2.39058 0.107
C 1.96795 0.30209 -2.44449 -0.220
H -2.77193 -2.20518 -3.19144 0.100
C -0.87572 3.53872 2.71613 -0.192
```

Calculated values
* relative energy (zero: lowest compared OMol25 entry of this formula, charge and spin): 0.0 kJ/mol
* net charge: -2
* E_LUMO: 0.1423 hartree

***

Record 8
Formula: C9H14
Source: the Open Molecules 2025 dataset
Level of theory: ωB97M-V with the def2-TZVPD basis set

```
23
Properties=species:S:1:pos:R:3:lowdin_charge:R:1
C 0.91476 -0.36139 0.41441 -0.080
H -0.81566 -1.74734 0.54277 0.016
H 0.72039 -1.77543 -1.88538 0.057
H 0.24976 1.89704 -2.04615 0.085
C 0.64296 0.13650 -0.86695 -0.278
H 1.22965 -1.31248 0.45188 0.070
C -1.79398 -1.37508 0.28249 -0.136
H -2.86082 -3.42292 0.06736 0.034
C 0.99924 1.93483 1.28516 -0.071
H -3.64828 -2.16009 0.74210 0.027
H 0.39880 -0.49443 -2.99516 0.085
C 1.01083 0.58452 1.48876 -0.077
H 0.84980 2.58492 2.06427 0.069
H -1.98326 -0.63539 1.04027 0.071
H 0.45128 3.39501 -0.03446 0.065
C 0.42293 1.51679 -1.09632 -0.038
H 2.04082 -0.75357 -2.27508 0.085
H -2.36159 -3.16255 1.72003 0.096
C -2.69204 -2.61492 0.74943 -0.153
H -1.62420 -1.29831 -0.81446 0.083
H 1.13682 0.19257 2.49457 0.101
C 0.56802 2.37772 -0.02488 -0.057
C 0.96337 -0.75014 -2.07752 -0.054
```

Calculated values
* relative energy (zero: lowest compared OMol25 entry of this formula, charge and spin): 211.8 kJ/mol
* E_LUMO: 0.0352 hartree